ORCA calculation (ωB97M-V/def2-TZVPD) on C22H31Br30ClF3NOP as an isolated structure.

The geometry in ORCA input format:
```
! wB97M-V def2-TZVPD RIJCOSX def2/J DEFGRID3
* xyz 1 1
C 3.4835 -2.9548 0.9441
C 3.2693 -1.4623 1.1850
C 4.2418 -0.5633 0.4144
Cl 5.9629 -1.0829 0.6082
C 4.1422 0.9427 0.7964
C 4.9436 1.1695 2.0902
O 4.4044 2.3468 2.7149
C 4.9815 2.6844 3.8983
F 5.5482 1.6520 4.5354
F 5.8906 3.6591 3.7625
F 4.0056 3.1666 4.6979
C 4.6716 1.6916 -0.4790
N 3.4339 1.5700 -1.3008
C 2.3466 1.4738 -0.6303
C 2.7352 1.5928 0.8234
P 1.5437 1.1792 2.2179
C 1.0947 2.8474 2.8855
C -0.0450 0.4768 1.5295
C -0.0549 -1.0372 2.0639
H 4.5240 -3.2644 1.0173
H 2.9359 -3.5347 1.6912
H 3.0678 -3.2514 -0.0224
H 3.2439 -1.2050 2.2472
H 2.2787 -1.2295 0.7698
H 4.0319 -0.7399 -0.6418
H 4.8028 0.2731 2.6900
H 5.9991 1.3358 1.8808
H 4.9786 2.7211 -0.3009
H 5.3796 1.0495 -1.0016
H 3.4637 1.5400 -2.3151
H 1.3615 1.3350 -1.0614
H 2.9028 2.6807 0.8962
H 0.5512 3.4196 2.1263
H 0.5595 2.7606 3.8279
H 2.0273 3.3884 3.0591
H -0.1618 0.6019 0.4627
H -0.8633 1.0101 2.0179
H 0.2049 -1.6858 1.2472
H 0.7319 -1.1123 2.8220
H -0.9798 -1.3101 2.5637
C -2.5369 -1.7273 -1.4118
Br -1.7617 -3.3577 -2.0669
Br -1.7330 -1.2161 0.2765
Br -2.4402 -0.2982 -2.7054
H -3.5863 -1.9212 -1.2303
C -3.6974 2.3120 -5.7627
Br -2.9347 0.6746 -6.4382
Br -2.9159 2.8277 -4.0708
Br -3.6045 3.7277 -7.0613
H -4.7445 2.1216 -5.5780
C -6.9053 -0.3611 -5.9341
Br -6.1436 -1.9925 -6.6111
Br -6.1164 0.1441 -4.2441
Br -6.8112 1.0665 -7.2292
H -7.9528 -0.5512 -5.7494
C -1.0896 -7.0214 0.1722
Br 0.0646 -7.3217 -1.3407
Br -0.7707 -5.3020 0.9744
Br -2.9438 -7.2586 -0.2818
H -0.8446 -7.7671 0.9153
C -0.3180 2.3962 -9.8712
Br -0.8214 0.6534 -10.5145
Br -1.6085 3.7378 -10.3593
Br 0.0202 2.3763 -7.9715
H 0.6109 2.6598 -10.3557
C -3.5273 7.2623 -4.0948
Br -4.9807 7.6056 -5.3074
Br -4.1155 6.3078 -2.5247
Br -2.0696 6.3595 -4.9730
H -3.1558 8.2206 -3.7621
C -1.1293 -9.1757 4.3738
Br -0.0689 -9.8513 5.8289
Br -1.2109 -7.2489 4.3881
Br -0.5199 -9.8611 2.6770
H -2.1373 -9.5375 4.5180
C -7.4396 1.4076 -0.5660
Br -6.8836 3.1048 -1.2879
Br -5.9563 0.1829 -0.4296
Br -8.3556 1.6039 1.1133
H -8.1415 0.9777 -1.2669
C -1.3410 3.7741 6.6584
Br -2.1590 2.0469 6.8997
Br -1.7918 4.9861 8.0806
Br 0.5689 3.6257 6.4273
H -1.7407 4.1906 5.7449
C 4.0965 -3.7538 5.1413
Br 4.6951 -5.0717 3.8742
Br 4.2246 -1.9587 4.4319
Br 2.3223 -4.1300 5.7803
H 4.7627 -3.8042 5.9908
*
```

total energy: -79308.0413 Ha
LUMO: -4.139 eV
E_HOMO: -11.218 eV
Kohn-Sham gap: 0.2601 Ha

---

ORCA calculation (ωB97M-V/def2-TZVPD) on C22H31ClMnN4O10Se as an isolated structure.

The geometry in ORCA input format:
```
! wB97M-V def2-TZVPD RIJCOSX def2/J DEFGRID3
* xyz 0 4
Mn -2.7982 1.4118 -0.1763
O -4.9209 2.0495 -0.4296
C -6.0464 1.4137 -1.0040
C -6.1794 -0.0256 -0.4819
N -4.9094 -0.7100 -0.6069
C -4.5207 -1.1320 -1.9194
C -2.9751 -0.9487 -2.1108
O -2.3709 -1.7117 -2.8253
O -2.4725 0.0318 -1.4582
C -4.5286 -1.5730 0.4746
C -3.8178 -0.7861 1.6373
O -3.9015 -1.2101 2.7639
O -3.1728 0.2517 1.2546
H -5.1503 2.4317 0.4342
H -5.8751 1.4186 -2.0835
H -6.9577 1.9805 -0.7930
H -6.9711 -0.5450 -1.0422
H -6.4533 -0.0028 0.5759
H -5.0086 -0.5159 -2.6755
H -4.7445 -2.1880 -2.1210
H -3.7845 -2.2952 0.1265
H -5.3792 -2.1146 0.9083
C 5.0763 1.8871 0.7292
C 4.9093 0.6606 -0.1815
C 5.4360 0.9947 -1.5803
C 5.7897 -0.4610 0.3938
C 3.3911 0.2281 -0.1963
O 2.9290 0.0479 1.1222
C 3.1962 -1.0663 -1.0209
C 1.8060 -1.7174 -0.9479
C 1.4169 -2.2203 0.4165
C 0.2067 -1.8633 1.0000
C -0.1618 -2.3545 2.2411
C 0.6853 -3.2257 2.9067
Cl 0.2363 -3.8498 4.4540
C 1.8867 -3.6158 2.3358
C 2.2401 -3.1127 1.0984
C 2.5296 1.3893 -0.7870
N 1.2316 1.4780 -0.1864
C 0.0585 1.1700 -0.7256
N -0.8941 1.3579 0.1835
C -0.2248 1.8195 1.2720
N 1.0564 1.8975 1.0624
H 6.1185 1.9918 1.0211
H 4.4726 1.7765 1.6264
H 4.7904 2.8098 0.2309
H 6.4614 1.3474 -1.4938
H 4.8552 1.7760 -2.0609
H 5.4423 0.1210 -2.2260
H 6.8049 -0.0907 0.5160
H 5.8410 -1.3209 -0.2691
H 5.4403 -0.7850 1.3717
H 3.4196 -0.6678 1.5389
H 3.9187 -1.8049 -0.6768
H 3.4164 -0.8522 -2.0661
H 1.8227 -2.5775 -1.6251
H 1.0378 -1.0419 -1.3157
H -0.4793 -1.2038 0.4821
H -1.1031 -2.0661 2.6843
H 2.5287 -4.3134 2.8517
H 3.1692 -3.4392 0.6531
H 2.3983 1.2477 -1.8592
H 3.0260 2.3387 -0.5906
H -0.1108 0.8468 -1.7351
H -0.7040 2.0867 2.1930
O -1.0135 4.5074 -0.0415
Se -2.4624 3.9511 -0.2580
O -2.4606 2.7426 -1.4291
O -2.9371 2.9070 0.9620
O -3.5558 5.0383 -0.5212
*
```

total energy: -5840.9110 Ha
LUMO (alpha / beta): -3.037 / -2.028 eV
E_HOMO (alpha / beta): -8.861 / -8.861 eV
⟨S²⟩: 3.836
Kohn-Sham gap (alpha / beta): 0.2140 / 0.2511 Ha

---

ORCA calculation (ωB97M-V/def2-TZVPD) on C22H31ClN2O3Ru as an isolated structure.

The geometry in ORCA input format:
```
! wB97M-V def2-TZVPD RIJCOSX def2/J DEFGRID3
* xyz -1 6
Ru -0.3422 0.3716 0.6902
Cl -0.1941 -1.6698 -0.4251
N 0.8160 -0.5010 2.2033
N -1.8877 1.0447 -1.6817
C 2.0326 -0.0725 2.5371
C -1.1310 1.4577 -2.6552
C 0.4731 -1.6661 3.0604
C 1.4124 -1.4334 4.2323
C 0.8331 -2.9568 2.3491
C -0.9968 -1.6652 3.4114
H 1.9213 -3.0278 2.2249
H 0.3569 -2.9744 1.3586
H 0.4905 -3.8041 2.9574
H -1.2600 -0.7421 3.9345
H -1.1966 -2.5082 4.0861
H -1.6087 -1.7749 2.5086
C -3.1665 0.5580 -2.2301
C -3.0656 0.9300 -3.7138
C -4.2395 1.2224 -1.3990
C -3.2364 -0.9306 -2.0155
H -2.3842 -1.4177 -2.5019
H -4.1757 -1.2983 -2.4399
H -3.1748 -1.1336 -0.9422
H -4.1602 2.3094 -1.4866
H -4.0709 0.9410 -0.3499
H -5.2269 0.8987 -1.7279
O -1.6496 1.4344 -3.9051
H -3.7585 1.7437 -4.0139
H -3.1663 0.0674 -4.3862
O 2.5210 -0.5966 3.6485
H 1.8839 -2.3377 4.6216
H 0.9405 -0.8434 5.0375
C 2.7245 0.9423 1.7128
C 0.2630 1.9992 -2.4185
C 1.1780 1.0291 -1.7600
H 0.1447 2.8915 -1.7805
H 0.6601 2.2917 -3.3908
C 1.2167 0.8400 -0.3234
C 2.4948 0.5749 0.2909
H 0.2551 1.8524 0.4406
C 3.3459 -0.2425 -0.4451
C 3.0631 -0.4592 -1.8104
C 4.4729 -0.9718 0.2354
C 2.0712 0.2670 -2.4946
H 3.7232 -1.1019 -2.3842
C 2.0044 0.2142 -4.0049
H 2.7522 -0.5106 -4.3496
H 2.2355 1.1896 -4.4788
H 0.9992 -0.1036 -4.3397
H 5.1449 -0.2895 0.7804
H 5.0552 -1.5139 -0.5218
H 4.0648 -1.7042 0.9558
H 3.7913 0.9512 1.9693
H 2.2748 1.9287 1.9343
C -2.5954 1.4351 2.3427
C -1.3326 1.8919 1.7217
O -0.8455 3.0255 1.6631
H -2.8599 0.4342 1.9460
H -3.3978 2.1356 2.0783
H -2.4936 1.3780 3.4435
*
```

total energy: -1747.0191 Ha
LUMO (alpha / beta): 2.902 / 2.505 eV
E_HOMO (alpha / beta): -0.274 / -3.913 eV
⟨S²⟩: 8.796
Kohn-Sham gap (alpha / beta): 0.1167 / 0.2358 Ha

---

ORCA calculation (ωB97M-V/def2-TZVPD) on a 3-piece molecular cluster, C22H31F2NO3 overall.

The geometry in ORCA input format:
```
! wB97M-V def2-TZVPD RIJCOSX def2/J DEFGRID3
* xyz 0 1
C 0.8572 -3.3517 -0.7207
C 0.3936 -3.1820 -2.1729
C -0.0425 -1.7677 -2.4816
O -1.1119 -1.4270 -1.6122
C -1.6564 -0.1529 -1.8034
C -0.6500 0.9840 -1.7185
C 0.2758 0.9473 -0.5043
C 1.6317 1.5754 -0.8000
C 2.5422 1.6016 0.4164
N 2.8593 0.2335 0.8495
O -2.7209 -0.0270 -0.8553
C -2.6908 -0.7524 0.3097
C -3.9693 -1.4976 0.5524
O -1.7774 -0.7187 1.0761
H 0.5820 -4.3310 -0.3278
H 1.9394 -3.2423 -0.6345
H 0.3930 -2.6024 -0.0767
H 1.2147 -3.4132 -2.8570
H -0.4182 -3.8739 -2.4091
H 0.8012 -1.0815 -2.3345
H -0.3746 -1.6756 -3.5255
H -2.1666 -0.1154 -2.7759
H -1.2193 1.9162 -1.7578
H -0.0507 0.9609 -2.6352
H -0.1999 1.4372 0.3491
H 0.4214 -0.0920 -0.2031
H 2.1242 0.9827 -1.5754
H 1.5122 2.5934 -1.1897
H 2.0681 2.1955 1.2103
H 3.4853 2.0875 0.1575
H 3.6788 0.2367 1.4449
H 2.1032 -0.1599 1.3979
H -4.6558 -0.8527 1.1046
H -3.7546 -2.3595 1.1801
H -4.4464 -1.8057 -0.3746
F 3.4446 0.4318 -3.5978
C 4.4776 1.2739 -3.3761
C 5.1271 1.2282 -2.1580
C 6.1971 2.0878 -1.9521
C 6.5921 2.9732 -2.9459
C 5.9158 2.9976 -4.1575
C 4.8474 2.1414 -4.3839
H 4.7956 0.5318 -1.3976
H 6.7235 2.0642 -1.0067
H 7.4259 3.6413 -2.7770
H 6.2206 3.6854 -4.9352
H 4.3078 2.1380 -5.3211
F -5.7932 -1.9976 3.2075
C -5.5241 -1.1837 4.2523
C -6.5767 -0.6513 4.9682
C -6.2871 0.1876 6.0351
C -4.9702 0.4801 6.3627
C -3.9341 -0.0677 5.6186
C -4.2041 -0.9102 4.5495
H -7.5935 -0.8938 4.6912
H -7.0973 0.6143 6.6117
H -4.7522 1.1362 7.1946
H -2.9065 0.1629 5.8665
H -3.4145 -1.3415 3.9484
*
```

total energy: -1337.0997 Ha
LUMO: 0.920 eV
E_HOMO: -9.265 eV
Kohn-Sham gap: 0.3743 Ha

---

ORCA calculation (ωB97M-V/def2-TZVPD) on C22H31FeN8O2 as an isolated structure.

The geometry in ORCA input format:
```
! wB97M-V def2-TZVPD RIJCOSX def2/J DEFGRID3
* xyz 1 1
Fe 0.2675 0.1019 -0.9942
O -1.3501 -2.5219 -3.6038
C -0.7618 -1.9152 -2.7373
N -1.1164 -0.7732 -2.0743
C -2.2232 -0.0528 -2.4052
O -3.0725 -0.2732 -3.2376
C -2.3078 1.2081 -1.5657
C -3.4997 1.9125 -1.5335
C -3.5800 3.0664 -0.7762
C -2.4434 3.4964 -0.1096
C -1.2909 2.7400 -0.2079
N -1.2111 1.5968 -0.8950
C 0.5546 -2.4613 -2.1959
C 0.9922 -3.7105 -2.6032
C 2.1061 -4.2602 -1.9955
C 2.7193 -3.5506 -0.9731
C 2.2262 -2.3035 -0.6383
N 1.1857 -1.7383 -1.2548
H -4.3274 1.5313 -2.1149
H -4.5007 3.6316 -0.7227
H -2.4348 4.4087 0.4698
H -0.3777 3.1015 0.2565
H 0.4260 -4.2203 -3.3703
H 2.4754 -5.2330 -2.2907
H 3.5656 -3.9532 -0.4349
H 2.6692 -1.7617 0.1899
N 0.8550 0.8600 -2.8534
C 1.8692 1.9166 -3.0625
C 3.0861 1.7303 -2.1793
C 2.8077 2.0091 -0.7130
N 2.0275 0.9158 -0.0917
H 1.1209 0.0358 -3.3890
H -0.0066 1.1707 -3.2940
H 1.3987 2.8728 -2.8221
H 2.1625 1.9583 -4.1133
H 3.8705 2.4093 -2.5178
H 3.4856 0.7160 -2.2972
H 2.2337 2.9341 -0.6146
H 3.7502 2.1515 -0.1780
H 1.9241 1.1159 0.8996
H 2.6182 0.0877 -0.1147
C -0.7042 1.3425 4.4175
C 0.2363 1.8530 3.3461
N -0.0078 1.1178 2.1191
C -0.4250 -0.1795 2.0209
N -0.4262 -0.7319 0.8368
C -0.9902 -2.0867 0.7380
C -1.9774 -2.4081 1.8403
C -1.3073 -2.1448 3.1670
N -0.8400 -0.7672 3.1784
C -0.5809 -0.1663 4.4810
H -1.7313 1.6147 4.1672
H -0.4581 1.7809 5.3839
H 1.2748 1.7377 3.6787
H 0.0696 2.9129 3.1502
H 0.1673 1.5431 1.2325
H -0.1815 -2.8258 0.7614
H -1.4782 -2.1776 -0.2269
H -2.2937 -3.4484 1.7685
H -2.8661 -1.7790 1.7491
H -0.4753 -2.8416 3.3260
H -2.0017 -2.2655 3.9991
H 0.4136 -0.4521 4.8467
H -1.3104 -0.5784 5.1779
*
```

total energy: -2709.1038 Ha
LUMO: -2.614 eV
E_HOMO: -10.857 eV
Kohn-Sham gap: 0.3029 Ha

---

ORCA calculation (ωB97M-V/def2-TZVPD) on one molecule with the formula C22H31N3O3S.

The geometry in ORCA input format:
```
! wB97M-V def2-TZVPD RIJCOSX def2/J DEFGRID3
* xyz 0 1
C 1.5149 5.4867 -4.0359
O 1.6584 4.1159 -3.7579
C 0.9847 3.5935 -2.6941
C 0.1529 4.3106 -1.8436
C -0.4840 3.6516 -0.8047
C -0.2949 2.3003 -0.5968
C 0.5484 1.5713 -1.4321
C 0.7728 0.1060 -1.1956
C 1.9709 -0.2190 -0.2625
C 3.2922 0.2654 -0.8927
O 3.6226 -0.3762 -2.0993
C 2.0092 -1.7448 -0.0782
C 2.8754 -2.1880 1.1068
N 2.5869 -1.5221 2.3570
C 1.5225 -2.0541 3.1834
C 0.1076 -1.7605 2.7806
C -0.6473 -0.6774 3.0910
N -1.8840 -0.6055 2.5352
C -2.1370 -1.6360 1.7996
N -3.3175 -1.8607 1.1782
C -4.2141 -0.7322 1.0000
C -3.9563 -0.0847 -0.3659
O -4.0804 -1.0283 -1.4084
C -3.1829 -2.1018 -1.2426
C -3.4239 -2.8143 0.0954
S -0.8221 -2.8177 1.7381
C 2.6498 -0.0861 2.2083
C 1.7641 0.4795 1.0884
C 1.1701 2.2277 -2.4805
H 2.1328 5.6760 -4.9123
H 0.4754 5.7443 -4.2643
H 1.8686 6.1054 -3.2046
H -0.0130 5.3672 -1.9814
H -1.1393 4.2084 -0.1510
H -0.8069 1.8086 0.2171
H -0.1247 -0.3140 -0.7334
H 0.9194 -0.4085 -2.1491
H 3.2463 1.3548 -1.0324
H 4.1222 0.0440 -0.2197
H 2.9627 -0.1411 -2.7607
H 0.9941 -2.1155 0.0659
H 2.4060 -2.2004 -0.9876
H 2.7653 -3.2653 1.2508
H 3.9277 -1.9871 0.8772
H 1.6701 -1.6429 4.1896
H 1.6657 -3.1371 3.2346
H -0.3335 0.1280 3.7317
H -4.0408 -0.0205 1.8057
H -5.2402 -1.1087 1.0432
H -4.6902 0.6949 -0.5730
H -2.9472 0.3555 -0.3762
H -3.3546 -2.7778 -2.0812
H -2.1447 -1.7348 -1.2788
H -2.7078 -3.6243 0.2366
H -4.4387 -3.2241 0.1102
H 2.3686 0.3745 3.1582
H 3.6969 0.1698 2.0103
H 1.9644 1.5479 0.9832
H 0.7214 0.3658 1.3824
H 1.8087 1.7028 -3.1753
*
```

total energy: -1645.0657 Ha
ΔE to the lowest compared entry with this formula, charge and spin: 354.2 kJ/mol
LUMO: 0.614 eV
E_HOMO: -7.703 eV
Kohn-Sham gap: 0.3057 Ha